[1]
10
Properties=species:S:1:pos:R:3:forces:R:3:lowdin_charge:R:1 method="wB97M-V/def2-TZVPD" spin_multiplicity=1 charge=0 lumo_ev=0.741 homo_energy_ev=-9.286 homo_lumo_gap_ev=10.026 mol_weight_da=80.090 relative_energy_ev=2.3394 e_tot_ev=-7190.3492
N -0.436384 -1.665034 -0.627449 -0.06 0.07 -0.01 0.13
C 0.026246 0.594647 0.765220 -0.18 0.07 0.19 -0.23
C 0.240974 -0.621665 -0.079291 0.25 0.17 0.08 -0.30
C 1.310407 0.061512 0.178044 -0.10 -0.21 -0.17 0.05
C -0.599976 1.781368 0.176799 -0.41 0.73 -0.42 -0.20
N -1.085829 2.712839 -0.311271 0.45 -0.89 0.48 0.12
H -0.192848 -1.926325 -1.570430 0.11 -0.07 0.12 0.10
H -1.424665 -1.701721 -0.437707 0.03 0.13 -0.08 0.10
H -0.197716 0.485885 1.829197 0.08 0.03 -0.15 0.12
H 2.359789 0.278496 0.076892 -0.17 -0.02 -0.03 0.10


[2]
8
Properties=species:S:1:pos:R:3:forces:R:3:lowdin_charge:R:1 method="wB97M-V/def2-TZVPD" spin_multiplicity=1 charge=0 lumo_ev=-0.948 homo_energy_ev=-9.288 homo_lumo_gap_ev=8.340 mol_weight_da=200.000 relative_energy_ev=1.6670 e_tot_ev=-65880.7418
Si -1.529619 -0.368554 -0.273694 0.62 -0.49 -0.92 -0.83
Si 2.932012 -0.204902 0.182213 -0.66 0.72 -1.40 0.33
Cl -1.768532 1.508784 -0.878206 0.41 0.88 -0.26 0.31
Cl -3.253376 -0.795745 0.566441 -1.50 -0.69 0.61 0.33
Cl 2.019174 1.537093 -0.817644 0.56 -1.00 0.37 -0.09
Cl -0.126612 -0.879139 1.055778 1.11 0.25 1.30 0.26
H -1.034327 -1.265922 -1.297478 -0.53 0.04 -0.71 -0.06
H 2.761279 0.468387 1.462588 -0.01 0.29 1.01 -0.25